Arrangement i

C5H3N | ωB97M-V/def2-TZVPD

Last column: Löwdin charge in e.
Atoms and positions in Å:
C: 0.638 1.220 -0.436  -0.04
C: -0.408 1.214 0.333  0.00
C: -0.231 -0.791 -0.013  -0.17
C: 1.152 -0.166 -0.308  -0.16
C: -1.298 0.202 0.599  -0.20
N: -1.381 -0.840 -0.521  0.18
H: 1.308 -0.550 -1.381  0.13
H: 2.147 -0.476 0.225  0.15
H: -1.927 0.189 1.502  0.12

## Properties
LUMO (spin up / spin down): -0.5 / -0.5 eV
HOMO energy (spin up / spin down): -8.96 / -8.96 eV
Frontier orbital gap (spin up / spin down): 8.46 / 8.46 eV

Arrangement ii

C5H3N | ωB97M-V/def2-TZVPD

Last column: Löwdin charge in e.
Atoms and positions in Å:
C: 0.850 0.196 0.696  0.04
C: -0.268 0.703 0.270  -0.13
C: -1.221 0.935 -0.535  0.03
C: -2.154 0.012 -1.037  -0.09
C: -3.033 -0.264 -0.063  -0.31
N: -4.006 -0.157 0.565  0.18
H: 1.772 0.310 0.265  0.04
H: 0.713 -0.007 1.742  0.07
H: -2.737 -0.123 -2.044  0.16

## Properties
LUMO (spin up / spin down): -1.5 / -1.5 eV
SMILES: C=C=C=CC#N
HOMO energy (spin up / spin down): -9.42 / -9.42 eV
Frontier orbital gap (spin up / spin down): 7.94 / 7.94 eV

Which structure is the most stable? The one labeled arrangement ii.

Arrangement i

C5H3N | ωB97M-V/def2-TZVPD

Last column: Löwdin charge in e.
Atoms and positions in Å:
C: 0.607 -0.933 -0.171  0.03
C: -0.674 -1.337 -0.226  -0.23
C: -1.779 -1.328 0.342  0.14
C: 0.573 0.565 0.058  -0.16
C: -0.772 0.983 0.033  -0.33
N: -1.653 1.684 -0.147  0.20
H: 1.457 -1.531 -0.147  0.10
H: 1.081 0.909 0.960  0.14
H: 1.160 0.987 -0.702  0.12

## Properties
LUMO: -1.8 eV
HOMO energy: -10.17 eV
Frontier orbital gap: 8.33 eV

Arrangement ii

C5H3N | ωB97M-V/def2-TZVPD

Last column: Löwdin charge in e.
Atoms and positions in Å:
C: -0.669 1.521 -0.181  0.10
C: -0.900 0.441 0.362  -0.06
C: -0.359 -0.867 0.419  -0.43
N: -0.906 -1.770 1.107  0.17
C: 0.918 -0.638 -0.279  -0.05
C: 1.226 0.363 -0.924  0.09
H: -0.818 2.569 -0.273  0.05
H: -0.425 -2.654 1.171  0.06
H: 1.933 1.037 -1.401  0.07

## Properties
LUMO (spin up / spin down): -0.7 / -0.7 eV
SMILES: C#CC(=N)C#C
HOMO energy (spin up / spin down): -8.98 / -8.98 eV
Frontier orbital gap (spin up / spin down): 8.27 / 8.27 eV

Arrangement iii

C5H3N | ωB97M-V/def2-TZVPD

Last column: Löwdin charge in e.
Atoms and positions in Å:
C: 0.503 -0.174 -1.646  -0.01
C: -1.698 -0.550 0.618  0.13
C: 1.301 1.235 1.627  0.11
C: 1.258 -0.245 -0.718  -0.08
C: -0.794 0.168 0.950  -0.27
N: 0.229 0.928 1.229  -0.07
H: -0.240 0.104 -2.362  0.03
H: -2.628 -1.026 0.208  0.07
H: 2.069 -0.440 0.093  0.08

## Properties
LUMO: 0.5 eV
HOMO energy: -10.06 eV
Frontier orbital gap: 10.59 eV

Arrangement iv

C5H3N | ωB97M-V/def2-TZVPD

Last column: Löwdin charge in e.
Atoms and positions in Å:
N: -2.821 1.485 -0.781  0.18
C: -1.893 0.923 -0.418  -0.17
C: -0.708 0.262 -0.186  -0.26
C: 0.432 0.174 -0.927  0.10
C: 1.155 -0.818 -0.028  -0.14
C: 0.222 -0.071 0.834  -0.03
H: 2.224 -0.707 0.131  0.10
H: 0.873 -1.833 -0.269  0.11
H: 0.515 0.583 1.643  0.12

## Properties
LUMO: -0.3 eV
SMILES: N#CC1=C2C[C@H]12
HOMO energy: -9.30 eV
Frontier orbital gap: 9.01 eV

Which structure is the most stable? The one labeled arrangement iv.

Arrangement i

C5H3N | ωB97M-V/def2-TZVPD

Last column: Löwdin charge in e.
Atoms and positions in Å:
C: 0.955 0.089 -0.014  -0.04
C: -1.819 1.111 0.104  0.11
C: -0.994 -1.207 -0.008  -0.10
C: -0.046 1.077 0.029  -0.05
C: 0.344 -1.273 0.083  -0.08
N: -1.581 -0.105 0.001  -0.04
H: 1.905 0.428 -0.066  0.06
H: 0.347 2.069 -0.148  0.07
H: 0.888 -2.190 0.020  0.08

## Properties
LUMO (spin up / spin down): -0.1 / -0.1 eV
HOMO energy (spin up / spin down): -9.42 / -9.42 eV
Frontier orbital gap (spin up / spin down): 9.35 / 9.35 eV

Arrangement ii

C5H3N | ωB97M-V/def2-TZVPD

Last column: Löwdin charge in e.
Atoms and positions in Å:
N: -2.755 0.014 0.031  0.15
C: -1.555 -0.150 -0.012  -0.13
C: -0.247 -0.322 -0.066  -0.19
C: 1.149 -1.253 -0.076  0.10
C: 1.913 -0.176 0.282  -0.11
C: 0.864 0.533 -0.339  -0.10
H: -3.263 0.122 0.897  0.07
H: 2.953 0.004 0.447  0.09
H: 0.939 1.230 -1.164  0.12

## Properties
LUMO: 0.4 eV
SMILES: N=C=C1C2=C[C@H]12
HOMO energy: -8.52 eV
Frontier orbital gap: 8.93 eV

Which structure is the most stable? The one labeled arrangement ii.

Arrangement i

C5H14N2 | ωB97M-V/def2-TZVPD

Last column: Löwdin charge in e.
Atoms and positions in Å:
H: -1.932 -1.557 1.868  0.06
N: -1.416 -1.113 1.105  0.04
C: -2.038 -0.212 0.465  -0.29
C: -3.474 0.156 0.659  -0.09
H: -1.286 0.396 -0.238  0.10
H: -3.535 1.219 0.897  0.07
H: -4.041 -0.004 -0.260  0.07
H: -3.946 -0.420 1.459  0.07
C: 2.808 0.813 -0.384  -0.09
C: 1.599 0.011 -0.877  -0.47
C: 1.334 -1.227 -0.043  -0.10
N: 0.367 0.889 -0.896  -0.02
H: 3.716 0.218 -0.454  0.07
H: 2.669 1.099 0.659  0.07
H: 2.948 1.723 -0.970  0.07
H: 1.764 -0.263 -1.923  0.12
H: 2.075 -1.343 0.748  0.06
H: 1.368 -2.125 -0.655  0.06
H: 0.224 -1.239 0.408  0.06
H: 0.302 1.344 0.005  0.07
H: 0.494 1.636 -1.571  0.07

## Properties
LUMO: 1.1 eV
SMILES: [H]/N=C\C.CC(C)N
HOMO energy: -8.66 eV
Frontier orbital gap: 9.79 eV

Arrangement ii

C5H14N2 | ωB97M-V/def2-TZVPD

Last column: Löwdin charge in e.
Atoms and positions in Å:
C: 1.602 -1.744 -0.394  -0.12
C: 1.717 -0.186 -0.386  -0.25
C: 1.284 0.399 0.955  -0.24
C: -0.136 0.308 1.502  -0.19
N: -1.146 0.859 0.512  -0.08
C: -1.769 0.236 -0.610  -0.32
N: -2.456 1.318 -1.419  -0.01
H: 1.938 -2.290 0.496  0.07
H: 0.532 -1.945 -0.417  0.05
H: 2.196 -2.235 -1.177  0.07
H: 2.780 0.107 -0.464  0.10
H: 1.217 0.077 -1.317  0.09
H: 1.627 1.424 0.973  0.10
H: 1.898 -0.099 1.730  0.11
H: -0.318 -0.706 1.834  0.11
H: -0.236 1.051 2.290  0.10
H: -0.956 1.846 0.490  0.10
H: -2.644 -0.321 -0.241  0.10
H: -1.108 -0.408 -1.221  0.10
H: -3.305 1.570 -0.923  0.06
H: -2.718 0.739 -2.214  0.05

## Properties
LUMO: 1.1 eV
SMILES: CCCCNCN
HOMO energy: -8.11 eV
Frontier orbital gap: 9.22 eV

Arrangement iii

C5H14N2 | ωB97M-V/def2-TZVPD

Last column: Löwdin charge in e.
Atoms and positions in Å:
C: 2.812 0.646 0.028  -0.10
C: -1.905 1.217 -0.769  -0.16
C: -1.808 -0.909 0.819  -0.17
C: 1.255 0.463 0.190  -0.33
C: -1.578 -0.224 -0.523  -0.24
N: 1.123 -1.706 -0.545  -0.05
N: 0.833 -0.419 -0.828  -0.13
H: 3.493 -0.305 0.260  0.11
H: 3.000 0.660 -0.963  0.01
H: 3.235 1.450 0.567  0.04
H: -1.399 1.580 -1.653  0.06
H: -2.916 1.435 -0.848  0.03
H: -1.718 1.996 0.118  0.12
H: -1.325 -1.943 0.940  0.07
H: -2.778 -0.921 1.347  0.06
H: -1.405 -0.366 1.731  0.07
H: 1.017 0.137 1.292  0.13
H: 0.847 1.417 -0.071  0.08
H: -1.693 -0.932 -1.503  0.13
H: 1.100 -2.016 0.501  0.12
H: 0.911 -2.463 -1.308  0.14

## Properties
LUMO (spin up / spin down): 1.1 / 1.0 eV
HOMO energy (spin up / spin down): -7.18 / -7.09 eV
Frontier orbital gap (spin up / spin down): 8.24 / 8.06 eV

Which structure is the most stable? The one labeled arrangement ii.

Arrangement i

C5H14N2 | ωB97M-V/def2-TZVPD

Last column: Löwdin charge in e.
Atoms and positions in Å:
C: 0.945 1.523 -1.309  -0.05
C: 1.251 0.747 0.025  -0.44
N: 2.244 1.554 0.763  0.02
C: -0.005 0.560 0.826  -0.21
C: -1.216 -0.203 0.322  -0.20
C: -1.115 -1.728 0.256  -0.28
N: -1.912 -2.274 -0.875  -0.03
H: 1.633 1.180 -2.095  0.07
H: 0.994 2.597 -1.196  0.07
H: -0.060 1.208 -1.630  0.06
H: 1.797 -0.167 -0.224  0.13
H: 1.915 1.935 1.640  0.06
H: 3.068 1.002 0.946  0.06
H: -0.314 1.529 1.239  0.12
H: 0.306 0.174 1.813  0.12
H: -2.102 0.073 0.918  0.11
H: -1.527 0.046 -0.687  0.09
H: -1.335 -2.389 1.097  0.10
H: -0.068 -2.014 0.056  0.11
H: -1.600 -3.157 -1.218  0.05
H: -2.900 -2.195 -0.666  0.06

## Properties
LUMO: 1.1 eV
SMILES: C[C@@H](N)CCCN
HOMO energy: -8.99 eV
Frontier orbital gap: 10.13 eV

Arrangement ii

C5H14N2 | ωB97M-V/def2-TZVPD

Last column: Löwdin charge in e.
Atoms and positions in Å:
C: 0.555 -1.138 0.857  -0.06
C: 0.325 0.292 0.329  -0.38
C: 1.485 0.769 -0.709  -0.22
N: 2.718 1.058 0.142  -0.03
N: -1.042 0.448 -0.265  -0.24
C: -1.228 -0.396 -1.474  -0.11
C: -2.112 0.351 0.721  -0.11
H: 0.102 -0.936 1.828  0.07
H: 0.156 -1.722 -0.053  0.10
H: 1.520 -1.477 1.144  0.05
H: 0.372 1.018 1.126  0.11
H: 1.096 1.550 -1.362  0.10
H: 1.848 -0.080 -1.292  0.09
H: 2.315 1.245 1.072  0.05
H: 3.031 0.033 0.127  0.08
H: -0.457 -0.193 -2.268  0.09
H: -1.209 -1.530 -1.294  0.08
H: -2.253 -0.261 -1.796  0.07
H: -2.313 1.342 1.151  0.08
H: -3.103 -0.074 0.420  0.09
H: -1.805 -0.300 1.596  0.08

## Properties
LUMO: 1.0 eV
SMILES: C[C@@H](CN)N(C)C
HOMO energy: -8.42 eV
Frontier orbital gap: 9.40 eV

Which structure is the most stable? The one labeled arrangement i.

Arrangement i

C5H14N2 | ωB97M-V/def2-TZVPD

Last column: Löwdin charge in e.
Atoms and positions in Å:
C: 0.663 -2.472 -1.333  -0.15
N: -0.113 -2.018 -0.224  -0.13
C: -0.818 -0.759 -0.443  -0.22
C: -0.050 0.476 -0.037  -0.44
C: -0.735 1.752 -0.552  -0.07
N: 0.242 0.456 1.392  -0.09
C: 0.923 1.652 1.895  -0.13
H: 0.077 -2.552 -2.268  0.07
H: 1.461 -1.787 -1.592  0.07
H: 1.106 -3.446 -1.141  0.08
H: -0.749 -2.673 0.200  0.10
H: -1.781 -0.816 0.082  0.12
H: -1.062 -0.684 -1.519  0.12
H: 0.944 0.536 -0.506  0.14
H: -0.710 1.812 -1.630  0.07
H: -1.795 1.753 -0.258  0.08
H: -0.348 2.631 -0.063  0.05
H: -0.639 0.337 1.884  0.10
H: 1.426 1.403 2.832  0.07
H: 0.240 2.481 2.080  0.07
H: 1.719 1.917 1.202  0.08

## Properties
LUMO: 1.2 eV
SMILES: CNC[C@@H](C)NC
HOMO energy: -8.31 eV
Frontier orbital gap: 9.46 eV

Arrangement ii

C5H14N2 | ωB97M-V/def2-TZVPD

Last column: Löwdin charge in e.
Atoms and positions in Å:
C: -0.040 -2.276 1.896  -0.13
C: 0.955 -1.274 1.578  -0.33
N: 0.675 -0.667 0.218  -0.08
C: 0.760 0.731 0.109  -0.33
C: -0.508 1.522 -0.281  -0.21
C: -1.090 1.154 -1.649  -0.35
N: -0.086 1.074 -2.651  -0.03
H: -0.163 -3.037 1.033  0.11
H: 0.156 -2.727 2.873  0.09
H: -0.926 -1.709 1.807  0.06
H: 0.944 -0.465 2.401  0.12
H: 2.056 -1.349 1.682  0.11
H: -0.267 -1.053 -0.066  0.11
H: 0.998 1.133 1.105  0.08
H: 1.726 1.244 -0.417  0.15
H: -1.352 1.320 0.443  0.11
H: -0.218 2.631 -0.157  0.13
H: -1.771 0.250 -1.647  0.11
H: -1.801 1.969 -1.894  0.11
H: 0.283 0.114 -2.783  0.08
H: -0.331 1.415 -3.598  0.08

## Properties
LUMO: 1.1 eV
SMILES: CCNCCCN
HOMO energy: -8.44 eV
Frontier orbital gap: 9.51 eV

Arrangement iii

C5H14N2 | ωB97M-V/def2-TZVPD

Last column: Löwdin charge in e.
Atoms and positions in Å:
C: 1.891 0.362 -0.054  -0.09
C: 0.609 0.805 0.764  -0.34
C: 0.565 0.112 2.096  -0.11
C: -0.733 0.393 -0.076  -0.37
N: -1.232 1.520 -0.821  0.03
C: -0.444 -0.923 -0.887  -0.24
N: -1.739 -1.481 -1.400  -0.02
H: 2.034 0.987 -0.931  0.07
H: 2.801 0.420 0.550  0.07
H: 1.872 -0.676 -0.391  0.05
H: 0.699 1.885 0.754  0.12
H: 1.320 0.443 2.838  0.08
H: -0.419 0.409 2.516  0.08
H: 0.569 -1.011 2.157  0.09
H: -1.524 0.143 0.637  0.12
H: -2.235 1.461 -1.005  0.08
H: -0.624 1.721 -1.603  0.07
H: 0.122 -0.682 -1.778  0.10
H: 0.059 -1.660 -0.275  0.10
H: -1.422 -1.999 -2.229  0.06
H: -2.170 -2.231 -0.863  0.06

## Properties
LUMO: 1.0 eV
SMILES: CC(C)[C@@H](N)CN
HOMO energy: -8.71 eV
Frontier orbital gap: 9.70 eV

Which structure is the most stable? The one labeled arrangement iii.